Run one
{"formula": "C3H11N2S", "method": "ωB97M-V with the def2-TZVPD basis set", "total_charge": 1, "e_lumo_ev": -4.19, "homo_ev": -12.135, "spin_multiplicity": 1, "orbital_gap_ev": 7.94, "species": ["C", "C", "S", "H", "H", "H", "H", "H", "H", "N", "C", "N", "H", "H", "H", "H", "H"], "xyz": [[0.673, 0.528, -2.213], [-0.473, -0.474, -2.253], [-0.159, -1.924, -1.159], [1.629, 0.090, -1.955], [0.520, 1.334, -1.500], [0.831, 1.030, -3.159], [-1.394, -0.045, -1.865], [-0.669, -0.778, -3.278], [-0.036, -2.835, -2.131], [-0.925, -0.428, 2.660], [0.218, 0.096, 2.309], [0.461, 1.389, 2.442], [-1.638, 0.150, 3.082], [-1.125, -1.393, 2.443], [0.950, -0.541, 1.835], [1.412, 1.734, 2.417], [-0.276, 2.071, 2.326]]}

Run two
{"formula": "C3H11N2S", "method": "ωB97M-V with the def2-TZVPD basis set", "total_charge": 1, "e_lumo_ev": -3.78, "homo_ev": -14.108, "spin_multiplicity": 1, "orbital_gap_ev": 10.33, "species": ["C", "C", "C", "N", "N", "S", "H", "H", "H", "H", "H", "H", "H", "H", "H", "H", "H"], "xyz": [[0.433, -1.118, -1.388], [-0.474, -0.543, -0.226], [-0.124, 0.854, 0.090], [0.393, 1.650, -0.892], [-0.670, -1.221, 1.071], [1.017, 0.979, 1.897], [0.180, -0.499, -2.374], [1.467, -0.985, -1.363], [0.183, -2.137, -1.508], [-1.371, -0.485, -0.800], [-0.988, 1.366, 0.540], [0.079, 2.651, -0.902], [1.320, 1.640, -1.145], [-1.623, -1.317, 1.340], [0.319, -0.311, 1.941], [-0.388, -2.191, 0.907], [0.246, 1.668, 2.811]]}

Stability check: which of them is least stable? run two.

Run one
{"formula": "C3H11N2S", "method": "ωB97M-V with the def2-TZVPD basis set", "total_charge": 1, "e_lumo_ev": -3.63, "homo_ev": -13.517, "spin_multiplicity": 1, "smiles": "C[C@H](N)[C@@H]([NH3+])S", "orbital_gap_ev": 9.89, "species": ["C", "C", "C", "N", "N", "S", "H", "H", "H", "H", "H", "H", "H", "H", "H", "H", "H"], "xyz": [[0.962, -0.105, -1.246], [0.644, -0.017, 0.389], [-0.784, 0.281, 0.682], [0.875, -1.351, 0.855], [-1.112, 1.531, -0.123], [-1.944, -0.987, 0.073], [-0.090, -0.121, -1.664], [1.439, 0.723, -1.813], [1.433, -1.105, -1.264], [1.270, 0.626, 0.959], [-0.942, 0.277, 1.729], [1.804, -1.752, 0.523], [0.982, -1.397, 1.843], [-1.928, 2.067, 0.333], [-0.330, 2.171, -0.296], [-1.431, 1.127, -1.009], [-0.847, -1.968, 0.031]]}

Run two
{"formula": "C3H11N2S", "method": "ωB97M-V with the def2-TZVPD basis set", "total_charge": 1, "e_lumo_ev": -4.71, "homo_ev": -12.516, "spin_multiplicity": 1, "orbital_gap_ev": 7.80, "species": ["C", "C", "S", "H", "H", "H", "H", "H", "H", "N", "C", "N", "H", "H", "H", "H", "H"], "xyz": [[3.282, -0.239, -0.917], [2.234, -0.068, 0.168], [1.235, 1.532, -0.045], [2.858, -0.043, -1.900], [3.993, 0.665, -0.787], [3.958, -1.152, -0.870], [2.718, -0.049, 1.118], [1.478, -0.800, 0.141], [1.418, 1.993, 1.184], [-1.723, -0.030, 0.166], [-2.885, -0.617, 0.105], [-4.067, -0.114, 0.347], [-1.502, 0.981, -0.119], [-0.948, -0.517, 0.654], [-2.925, -1.565, -0.517], [-4.860, -0.738, 0.435], [-4.264, 0.759, 0.837]]}

Stability check: which of them is least stable? run one.

Run one
{"formula": "C3H6OS3", "method": "ωB97M-V with the def2-TZVPD basis set", "e_lumo_ev": [-1.19, -1.58], "homo_ev": [-9.024, -8.410], "spin_multiplicity": 1, "orbital_gap_ev": [7.84, 6.83], "species": ["C", "C", "C", "O", "S", "S", "S", "H", "H", "H", "H", "H", "H"], "xyz": [[-0.148, 0.079, -0.674], [0.010, 1.350, 0.052], [0.583, -1.171, -0.042], [4.732, 0.158, -0.042], [1.603, 2.149, -0.350], [2.363, -1.463, -0.447], [3.414, 0.040, 0.536], [-1.202, -0.246, -0.830], [0.190, -0.017, -1.737], [-0.710, 2.262, -0.259], [-0.082, 1.230, 1.157], [0.391, -1.266, 1.101], [0.048, -2.028, -0.543]]}

Run two
{"formula": "C3H6OS3", "method": "ωB97M-V with the def2-TZVPD basis set", "e_lumo_ev": [-1.81, -1.34], "homo_ev": [-8.154, -9.057], "spin_multiplicity": 1, "orbital_gap_ev": [6.34, 7.71], "species": ["C", "C", "C", "O", "S", "S", "S", "H", "H", "H", "H", "H", "H"], "xyz": [[-0.002, -0.947, -0.435], [-0.599, 0.348, -0.365], [1.361, -1.182, 0.126], [-2.685, -1.026, 0.474], [-1.460, 1.212, -1.573], [1.162, 2.265, 0.759], [-1.344, -0.630, 0.902], [-0.256, -1.458, -1.310], [1.672, -2.110, 0.585], [1.746, -0.362, 0.866], [2.066, -1.130, -0.813], [-2.092, 1.838, -0.562], [0.431, 3.181, 1.346]]}

Stability check: which of them is least stable? run two.

Run one
{"formula": "C3H8N3S", "method": "ωB97M-V with the def2-TZVPD basis set", "total_charge": 1, "e_lumo_ev": -3.91, "homo_ev": -13.320, "spin_multiplicity": 1, "smiles": "[NH3+]N1CN=CCS1", "orbital_gap_ev": 9.41, "species": ["C", "C", "C", "N", "N", "N", "S", "H", "H", "H", "H", "H", "H", "H", "H"], "xyz": [[2.205, 0.550, -0.032], [2.059, -0.867, -0.284], [-0.146, 1.033, 0.321], [1.281, 1.309, 0.404], [-0.668, -0.198, -0.284], [-2.052, -0.476, 0.141], [0.426, -1.505, 0.335], [3.295, 0.799, -0.080], [2.062, -1.075, -1.358], [2.861, -1.425, 0.286], [-0.589, 1.157, 1.376], [-0.504, 1.790, -0.250], [-2.465, 0.164, -0.503], [-2.045, -0.308, 1.169], [-2.315, -1.436, -0.105]]}

Run two
{"formula": "C3H8N3S", "method": "ωB97M-V with the def2-TZVPD basis set", "total_charge": 1, "e_lumo_ev": -5.49, "homo_ev": -14.027, "spin_multiplicity": 1, "smiles": "C[N@@H+]1N=C(N)CS1", "orbital_gap_ev": 8.54, "species": ["C", "C", "C", "N", "N", "N", "S", "H", "H", "H", "H", "H", "H", "H", "H"], "xyz": [[1.083, -0.330, 0.118], [0.382, -1.553, -0.481], [-1.884, 1.456, -0.207], [0.370, 0.732, 0.272], [2.368, -0.412, 0.334], [-0.972, 0.591, 0.517], [-1.198, -1.575, 0.372], [0.329, -1.325, -1.556], [1.052, -2.393, -0.321], [-1.735, 1.243, -1.243], [-3.010, 1.417, 0.080], [-1.415, 2.451, 0.096], [2.915, -1.195, -0.179], [2.829, 0.449, 0.692], [-1.114, 0.443, 1.504]]}

Stability check: which of them is least stable? run one.

Run one
{"formula": "C3H5ClO", "method": "ωB97M-V with the def2-TZVPD basis set", "e_lumo_ev": 0.89, "homo_ev": -9.707, "spin_multiplicity": 1, "smiles": "OC1(Cl)CC1", "orbital_gap_ev": 10.59, "species": ["C", "C", "C", "O", "Cl", "H", "H", "H", "H", "H"], "xyz": [[0.891, 0.441, 0.200], [-0.063, -0.429, 0.982], [-0.311, -0.163, -0.462], [-1.155, 0.903, -0.834], [-0.069, -1.442, -1.668], [0.955, 1.464, 0.192], [1.782, 0.048, 0.033], [0.216, -1.514, 1.329], [-0.538, 0.128, 1.763], [-1.707, 0.564, -1.534]]}

Run two
{"formula": "C3H5ClO", "method": "ωB97M-V with the def2-TZVPD basis set", "e_lumo_ev": 0.42, "homo_ev": -10.246, "spin_multiplicity": 1, "smiles": "C[C@@H](Cl)C=O", "orbital_gap_ev": 10.66, "species": ["C", "C", "C", "H", "H", "H", "H", "H", "O", "Cl"], "xyz": [[0.543, 1.573, -0.120], [-0.031, 0.281, 0.455], [0.970, -0.794, 0.331], [-0.010, 2.488, 0.228], [1.363, 1.455, 0.568], [0.769, 1.500, -1.131], [0.019, 0.329, 1.566], [0.812, -1.777, 0.675], [1.962, -0.660, -0.401], [-1.620, -0.299, -0.159]]}

Stability check: which of them is least stable? run one.

Run one
{"formula": "C6H11ClSi", "method": "ωB97M-V with the def2-TZVPD basis set", "e_lumo_ev": 0.84, "homo_ev": -9.747, "spin_multiplicity": 1, "smiles": "C#C[C@H](Cl)[Si](C)(C)C", "orbital_gap_ev": 10.58, "species": ["C", "C", "C", "C", "C", "C", "Si", "Cl", "H", "H", "H", "H", "H", "H", "H", "H", "H", "H", "H"], "xyz": [[2.586, 2.177, -0.145], [1.971, 1.139, -0.005], [-1.081, -2.049, 0.814], [-0.354, -0.080, -1.828], [-1.491, 1.084, 0.721], [1.336, -0.123, 0.530], [-0.504, -0.392, 0.031], [2.345, -1.462, -0.127], [3.165, 3.057, -0.209], [-0.285, -2.644, 0.999], [-1.576, -1.819, 1.687], [-1.799, -2.555, 0.070], [0.309, 0.698, -2.048], [0.046, -0.858, -2.387], [-1.192, 0.101, -2.392], [-0.924, 1.914, 0.627], [-2.501, 1.012, 0.176], [-1.720, 1.047, 1.838], [1.671, -0.247, 1.649]]}

Run two
{"formula": "C6H11ClSi", "method": "ωB97M-V with the def2-TZVPD basis set", "e_lumo_ev": -3.21, "homo_ev": -6.399, "spin_multiplicity": 1, "orbital_gap_ev": 3.19, "species": ["C", "C", "C", "C", "C", "C", "Si", "Cl", "H", "H", "H", "H", "H", "H", "H", "H", "H", "H", "H"], "xyz": [[0.990, 3.291, 1.435], [0.373, 2.329, 1.008], [2.648, -0.632, 0.319], [-2.417, -0.821, -0.524], [1.140, -0.731, -0.050], [-2.009, 0.258, 0.445], [-0.123, 0.604, 0.510], [-0.426, -1.864, -4.168], [1.451, 4.195, 1.678], [3.066, 0.045, -0.265], [2.742, -0.524, 1.376], [3.067, -1.516, 0.086], [-3.419, -0.804, -0.569], [-1.941, -0.707, -1.611], [-1.994, -1.801, -0.324], [0.686, -1.724, 0.297], [1.266, -0.590, -1.225], [-2.436, -0.060, 1.349], [-2.665, 1.052, 0.233]]}

Stability check: which of them is least stable? run two.